Below is the molecule C20H13Cl2F2N3O5S at a distorted geometry, with properties calculated with ωB97M-V/def2-TZVPD.

Calculated values
**SMILES**: CS(=O)(=O)Nc1ccc2oc3c(OC(F)F)ccc(C(=O)Nc4c(Cl)cncc4Cl)c3c2c1
**E**: -76974.2528 eV

The geometry in XYZ format:
```
46
Properties=species:S:1:pos:R:3:forces:R:3:lowdin_charge:R:1
C -3.104 -4.978 0.809 0.1 0.7 -0.4 -0.120
S -2.751 -3.380 0.061 -0.3 -0.3 0.4 0.557
O -1.913 -3.567 -1.083 0.2 -0.3 0.1 -0.317
O -3.982 -2.662 -0.087 -0.2 -0.1 0.4 -0.326
N -1.884 -2.617 1.298 -0.7 -0.4 -0.3 -0.064
C -0.554 -2.259 1.025 0.8 0.1 -0.1 -0.328
C 0.367 -3.269 0.727 0.1 0.3 0.1 -0.015
C 1.682 -2.979 0.418 0.3 0.1 -0.1 0.040
C 2.051 -1.646 0.378 -1.1 0.3 0.2 -0.168
O 3.277 -1.144 0.079 0.3 -0.2 -0.1 0.106
C 3.166 0.208 0.116 -0.6 0.6 0.1 -0.102
C 4.144 1.166 -0.123 0.2 -0.1 -0.1 -0.130
O 5.477 0.931 -0.455 -0.7 0.6 0.2 0.095
C 5.944 -0.312 -0.636 1.3 -0.9 -0.4 -0.457
F 5.293 -0.987 -1.611 -0.2 0.1 -0.2 0.104
F 5.860 -1.082 0.472 0.0 0.1 0.3 0.103
C 3.778 2.504 -0.035 0.1 -0.3 0.0 0.022
C 2.476 2.892 0.245 -0.1 -0.1 0.0 0.002
C 1.484 1.950 0.458 0.3 -0.2 0.1 -0.078
C 0.054 2.332 0.688 0.3 -0.1 -0.1 -0.448
O -0.353 2.899 1.669 0.0 -0.1 0.2 0.066
N -0.737 1.934 -0.370 -0.2 -0.1 -0.4 0.123
C -2.127 1.993 -0.417 -0.4 0.0 0.2 -0.260
C -2.860 0.879 -0.861 0.0 0.1 0.1 -0.510
Cl -2.043 -0.551 -1.436 -0.2 0.6 -0.2 0.823
C -4.247 0.918 -0.836 0.4 -0.3 -0.1 -0.156
N -4.920 1.978 -0.429 -0.5 0.0 0.0 0.069
C -4.255 3.057 -0.073 0.3 0.2 0.1 -0.163
C -2.865 3.129 -0.065 0.0 -0.3 0.0 -0.562
Cl -2.097 4.619 0.302 -0.2 0.3 -0.2 0.769
C 1.848 0.606 0.434 0.6 0.3 -0.2 -0.031
C 1.127 -0.619 0.644 0.2 -0.7 0.0 -0.075
C -0.175 -0.927 1.011 0.1 -0.3 0.1 0.009
H -2.175 -5.523 0.900 0.2 -0.1 0.1 0.058
H -3.550 -4.792 1.776 -0.1 0.0 0.2 0.065
H -3.795 -5.503 0.162 -0.1 0.0 -0.2 0.068
H -2.437 -1.853 1.663 -0.2 0.0 0.0 0.114
H 0.033 -4.293 0.738 0.0 -0.1 0.0 0.110
H 2.397 -3.756 0.204 0.1 -0.1 0.0 0.125
H 7.007 -0.237 -0.921 -0.4 0.1 0.1 0.176
H 4.543 3.242 -0.209 0.1 0.1 0.0 0.126
H 2.229 3.941 0.281 0.0 0.1 0.0 0.125
H -0.341 1.248 -1.003 0.1 0.2 0.1 0.118
H -4.825 0.056 -1.136 0.1 -0.1 -0.1 0.111
H -4.847 3.915 0.213 0.1 0.2 0.1 0.109
H -0.879 -0.154 1.276 -0.1 0.1 0.0 0.117
```
Positions in Å, forces in eV/Å.